Formula: C50H137N11O14
Source: the Open Molecules 2025 dataset
Level of theory: ωB97M-V/def2-TZVPD

Last columns: bonded neighbours and bond lengths (Å).
Cartesian coordinates (Å):
1 C 0.6968 -7.0011 2.3148  C2 1.552, H4 1.090, H5 1.090, H6 1.090
2 C -0.7533 -7.0942 1.7695  C1 1.552, O3 1.418, H7 1.090, H8 1.090
3 O -1.4948 -7.8788 2.6896  C2 1.418, H9 0.960
4 H 1.4368 -6.6491 1.5959  C1 1.090
5 H 1.1665 -7.9695 2.4872  C1 1.090
6 H 0.7066 -6.3389 3.1805  C1 1.090
7 H -0.7954 -7.5247 0.7690  C2 1.090
8 H -1.2166 -6.1076 1.7541  C2 1.090
9 H -1.4978 -7.5094 3.5757  O3 0.960
10 C -3.7056 7.3685 1.0613  C11 1.578, H13 1.090, H14 1.090, H15 1.090
11 C -2.4715 8.1661 0.4858  C10 1.578, O12 1.426, H16 1.090, H17 1.090
12 O -1.9544 7.5273 -0.6792  C11 1.426, H18 0.960
13 H -4.5082 7.1592 0.3541  C10 1.090
14 H -4.1826 7.8424 1.9191  C10 1.090
15 H -3.4055 6.3765 1.3992  C10 1.090
16 H -1.7314 8.2393 1.2826  C11 1.090
17 H -2.6816 9.2005 0.2136  C11 1.090
18 H -1.5007 8.2453 -1.1266  O12 0.960
19 C -1.2894 -4.9711 14.5463  O20 1.380, H28 1.090, H29 1.090, H30 1.090
20 O -1.9533 -4.0152 13.8039  C19 1.380, C21 1.412
21 C -1.0995 -3.5133 12.7981  O20 1.412, C22 1.549, H31 1.090, H32 1.090
22 C -1.8465 -2.6146 11.7806  C21 1.549, N23 1.448, H33 1.090, H34 1.090
23 N -0.9831 -2.2368 10.6817  C22 1.448, C24 1.471, H35 1.010
24 C -1.8549 -1.4635 9.7845  N23 1.471, C25 1.556, H36 1.090, H37 1.090
25 C -1.1482 -1.2762 8.4109  C24 1.556, O26 1.411, H38 1.090, H39 1.090
26 O -0.9923 -2.4932 7.7145  C25 1.411, C27 1.382
27 C -0.2060 -2.2863 6.5973  O26 1.382, H40 1.090, H41 1.090, H42 1.090
28 H -1.1586 -5.9231 14.0319  C19 1.090
29 H -1.9192 -5.1748 15.4123  C19 1.090
30 H -0.3248 -4.6416 14.9324  C19 1.090
31 H -0.7703 -4.3906 12.2413  C21 1.090
32 H -0.1845 -3.1125 13.2342  C21 1.090
33 H -2.2794 -1.7781 12.3293  C22 1.090
34 H -2.7395 -3.1125 11.4029  C22 1.090
35 H -0.6022 -3.0160 10.1641  N23 1.010
36 H -1.8345 -0.4306 10.1323  C24 1.090
37 H -2.9154 -1.7146 9.7661  C24 1.090
38 H -0.2109 -0.7700 8.6419  C25 1.090
39 H -1.7161 -0.6171 7.7542  C25 1.090
40 H -0.1654 -3.1243 5.9016  C27 1.090
41 H 0.8227 -2.0844 6.8959  C27 1.090
42 H -0.5498 -1.4901 5.9370  C27 1.090
43 C 3.5418 -1.0373 -5.0763  C44 1.469, H49 1.090, H50 1.090, H51 1.090
44 C 2.8272 -0.3036 -6.1296  C43 1.469, C45 1.532, N48 1.452, H52 1.090
45 C 1.8406 -1.1068 -6.9838  C44 1.532, O46 1.411, H53 1.090, H54 1.090
46 O 2.4804 -2.0975 -7.7591  C45 1.411, C47 1.411
47 C 1.6231 -2.7095 -8.6985  O46 1.411, H55 1.090, H56 1.090, H57 1.090
48 N 2.1292 0.7640 -5.4353  C44 1.452, H58 1.010, H59 1.010
49 H 2.8205 -1.6112 -4.4945  C43 1.090
50 H 4.0959 -0.3662 -4.4200  C43 1.090
51 H 4.3435 -1.6209 -5.5289  C43 1.090
52 H 3.5811 0.0881 -6.8125  C44 1.090
53 H 1.2476 -0.4615 -7.6319  C45 1.090
54 H 1.1159 -1.6260 -6.3568  C45 1.090
55 H 0.9483 -1.9517 -9.0966  C47 1.090
56 H 1.1328 -3.5952 -8.2945  C47 1.090
57 H 2.2030 -3.0199 -9.5676  C47 1.090
58 H 2.6373 1.4199 -4.8594  N48 1.010
59 H 1.5939 0.2629 -4.7407  N48 1.010
60 C -6.4877 8.5679 -4.3018  C61 1.541, H66 1.090, H67 1.090, H68 1.090
61 C -6.1046 7.1414 -4.7407  C60 1.541, C62 1.569, N65 1.471, H69 1.090
62 C -6.7720 6.7987 -6.1192  C61 1.569, O63 1.459, H70 1.090, H71 1.090
63 O -8.2127 6.6161 -5.9750  C62 1.459, C64 1.433
64 C -8.8710 5.9962 -7.0868  O63 1.433, H72 1.090, H73 1.090, H74 1.090
65 N -4.6433 7.1527 -4.9089  C61 1.471, H75 1.010, H76 1.010
66 H -7.5722 8.6103 -4.4030  C60 1.090
67 H -6.0514 9.4342 -4.7991  C60 1.090
68 H -6.2675 8.6917 -3.2415  C60 1.090
69 H -6.4734 6.3444 -4.0951  C61 1.090
70 H -6.4799 5.8285 -6.5211  C62 1.090
71 H -6.5333 7.5746 -6.8466  C62 1.090
72 H -8.2969 5.1484 -7.4607  C64 1.090
73 H -8.9634 6.7067 -7.9082  C64 1.090
74 H -9.8153 5.4970 -6.8694  C64 1.090
75 H -4.3609 6.2175 -5.1652  N65 1.010
76 H -4.2930 7.2665 -3.9685  N65 1.010
77 C 0.1568 2.7197 0.3542  C78 1.571, H83 1.090, H84 1.090, H85 1.090
78 C -0.4875 2.1062 -0.9410  C77 1.571, C79 1.572, N82 1.407, H86 1.090
79 C -0.6763 0.5489 -0.8465  C78 1.572, O80 1.459, H87 1.090, H88 1.090
80 O 0.6208 -0.1137 -0.9284  C79 1.459, C81 1.445
81 C 0.5028 -1.5418 -0.7394  O80 1.445, H89 1.090, H90 1.090, H91 1.090
82 N -1.7338 2.7462 -1.0693  C78 1.407, H92 1.010, H93 1.010
83 H 1.1602 2.2965 0.4018  C77 1.090
84 H -0.2899 2.3316 1.2696  C77 1.090
85 H 0.3071 3.7982 0.4032  C77 1.090
86 H 0.1230 2.3754 -1.8029  C78 1.090
87 H -1.3370 0.2152 -1.6467  C79 1.090
88 H -1.1479 0.3605 0.1180  C79 1.090
89 H -0.2149 -1.9806 -1.4325  C81 1.090
90 H 0.2355 -1.6712 0.3093  C81 1.090
91 H 1.4406 -2.0591 -0.9419  C81 1.090
92 H -1.6360 3.7503 -1.0205  N82 1.010
93 H -2.3012 2.4267 -0.2972  N82 1.010
94 C -5.4677 -9.2535 -0.8742  C95 1.523, H100 1.090, H101 1.090, H102 1.090
95 C -6.3863 -8.1649 -1.4139  C94 1.523, C96 1.547, N99 1.453, H103 1.090
96 C -5.7455 -6.7653 -1.2553  C95 1.547, O97 1.368, H104 1.090, H105 1.090
97 O -4.5011 -6.7315 -1.8227  C96 1.368, C98 1.401
98 C -3.9443 -5.4515 -1.9389  O97 1.401, H106 1.090, H107 1.090, H108 1.090
99 N -6.8118 -8.4518 -2.7736  C95 1.453, H109 1.010, H110 1.010
100 H -5.0320 -9.0712 0.1082  C94 1.090
101 H -4.6029 -9.3026 -1.5358  C94 1.090
102 H -5.9865 -10.2059 -0.7653  C94 1.090
103 H -7.2591 -8.1187 -0.7626  C95 1.090
104 H -5.5858 -6.5173 -0.2060  C96 1.090
105 H -6.3925 -5.9655 -1.6154  C96 1.090
106 H -4.6303 -4.6537 -2.2234  C98 1.090
107 H -3.0790 -5.4712 -2.6014  C98 1.090
108 H -3.5816 -5.1433 -0.9583  C98 1.090
109 H -5.9401 -8.5835 -3.2665  N99 1.010
110 H -7.2149 -7.6593 -3.2527  N99 1.010
111 C 5.7975 3.7848 -0.8768  C112 1.522, H117 1.090, H118 1.090, H119 1.090
112 C 5.9744 3.9318 -2.3815  C111 1.522, C113 1.534, N116 1.482, H120 1.090
113 C 5.0710 5.0205 -2.9756  C112 1.534, O114 1.437, H121 1.090, H122 1.090
114 O 3.7062 4.5696 -2.9611  C113 1.437, C115 1.459
115 C 2.6969 5.5242 -3.4083  O114 1.459, H123 1.090, H124 1.090, H125 1.090
116 N 7.4217 4.1529 -2.6086  C112 1.482, H126 1.010, H127 1.010
117 H 4.7608 3.5508 -0.6348  C111 1.090
118 H 6.0188 4.6327 -0.2286  C111 1.090
119 H 6.3769 3.0135 -0.3692  C111 1.090
120 H 5.6650 3.0272 -2.9051  C112 1.090
121 H 5.3485 5.2265 -4.0093  C113 1.090
122 H 5.1541 5.9957 -2.4957  C113 1.090
123 H 2.6360 6.3285 -2.6751  C115 1.090
124 H 1.7179 5.0555 -3.5082  C115 1.090
125 H 3.0605 5.8435 -4.3850  C115 1.090
126 H 7.9056 3.4434 -2.0771  N116 1.010
127 H 7.6757 3.9322 -3.5609  N116 1.010
128 C 2.3003 4.1143 5.7011  C129 1.530, H134 1.090, H135 1.090, H136 1.090
129 C 3.4520 4.6961 4.8783  C128 1.530, C130 1.571, N133 1.454, H137 1.090
130 C 3.1324 6.1721 4.4438  C129 1.571, O131 1.448, H138 1.090, H139 1.090
131 O 3.1370 7.0331 5.6084  C130 1.448, C132 1.418
132 C 3.3127 8.3892 5.2345  O131 1.418, H140 1.090, H141 1.090, H142 1.090
133 N 4.7356 4.6207 5.5582  C129 1.454, H143 1.010, H144 1.010
134 H 2.3065 3.0281 5.7913  C128 1.090
135 H 1.3531 4.3907 5.2380  C128 1.090
136 H 2.2477 4.6675 6.6388  C128 1.090
137 H 3.5008 4.1222 3.9530  C129 1.090
138 H 2.1909 6.3529 3.9251  C130 1.090
139 H 3.9173 6.4788 3.7524  C130 1.090
140 H 4.1417 8.5389 4.5429  C132 1.090
141 H 3.5984 8.9574 6.1198  C132 1.090
142 H 2.4051 8.6796 4.7053  C132 1.090
143 H 4.5380 5.1666 6.3847  N133 1.010
144 H 5.4600 5.0738 5.0197  N133 1.010
145 C -7.7791 -1.1420 -0.4301  C146 1.524, H151 1.090, H152 1.090, H153 1.090
146 C -7.9794 -0.5645 0.9665  C145 1.524, C147 1.565, N150 1.463, H154 1.090
147 C -6.9782 0.5668 1.3746  C146 1.565, O148 1.437, H155 1.090, H156 1.090
148 O -5.6177 0.1184 1.2646  C147 1.437, C149 1.433
149 C -5.3051 -0.8335 2.2897  O148 1.433, H157 1.090, H158 1.090, H159 1.090
150 N -9.2946 0.0766 0.9682  C146 1.463, H160 1.010, H161 1.010
151 H -8.6121 -1.7593 -0.7665  C145 1.090
152 H -6.8972 -1.7794 -0.3665  C145 1.090
153 H -7.6673 -0.3445 -1.1646  C145 1.090
154 H -7.9625 -1.3817 1.6876  C146 1.090
155 H -7.1722 0.9479 2.3772  C147 1.090
156 H -7.0125 1.3749 0.6439  C147 1.090
157 H -4.2318 -1.0178 2.2431  C149 1.090
158 H -5.8318 -1.7503 2.0247  C149 1.090
159 H -5.5895 -0.5756 3.3098  C149 1.090
160 H -9.6428 0.3952 1.8611  N150 1.010
161 H -9.9508 -0.6787 0.8299  N150 1.010
162 C 8.6272 -1.3124 4.4564  C163 1.497, H168 1.090, H169 1.090, H170 1.090
163 C 7.6338 -0.2437 4.7902  C162 1.497, C164 1.583, N167 1.454, H171 1.090
164 C 6.1437 -0.7310 5.0083  C163 1.583, O165 1.434, H172 1.090, H173 1.090
165 O 5.7048 -1.5702 3.9321  C164 1.434, C166 1.462
166 C 5.3113 -0.9217 2.6828  O165 1.462, H174 1.090, H175 1.090, H176 1.090
167 N 8.1339 0.5188 5.9221  C163 1.454, H177 1.010, H178 1.010
168 H 8.4519 -1.8783 3.5415  C162 1.090
169 H 8.6968 -2.0306 5.2734  C162 1.090
170 H 9.5605 -0.8480 4.1379  C162 1.090
171 H 7.7075 0.3494 3.8786  C163 1.090
172 H 5.4523 0.1041 5.1201  C164 1.090
173 H 6.1214 -1.2751 5.9526  C164 1.090
174 H 4.7368 -1.6566 2.1189  C166 1.090
175 H 6.1677 -0.6053 2.0874  C166 1.090
176 H 4.6326 -0.1129 2.9538  C166 1.090
177 H 7.5242 1.2846 6.1711  N167 1.010
178 H 9.0131 0.9734 5.7208  N167 1.010
179 C 10.8549 -5.5928 -4.2519  C180 1.564, H185 1.090, H186 1.090, H187 1.090
180 C 10.0919 -6.7124 -3.4701  C179 1.564, C181 1.566, N184 1.454, H188 1.090
181 C 8.5429 -6.5772 -3.2847  C180 1.566, O182 1.368, H189 1.090, H190 1.090
182 O 8.2063 -5.3979 -2.6784  C181 1.368, C183 1.402
183 C 6.8501 -5.0734 -2.5307  O182 1.402, H191 1.090, H192 1.090, H193 1.090
184 N 10.3823 -7.9906 -4.0999  C180 1.454, H194 1.010, H195 1.010
185 H 10.7484 -4.6588 -3.7002  C179 1.090
186 H 10.5153 -5.4992 -5.2834  C179 1.090
187 H 11.9122 -5.7964 -4.4217  C179 1.090
188 H 10.5341 -6.7404 -2.4742  C180 1.090
189 H 8.0624 -7.3782 -2.7229  C181 1.090
190 H 8.1679 -6.5740 -4.3082  C181 1.090
191 H 6.7046 -4.1475 -1.9743  C183 1.090
192 H 6.3586 -5.7772 -1.8590  C183 1.090
193 H 6.2875 -4.9919 -3.4607  C183 1.090
194 H 10.4799 -7.7841 -5.0838  N184 1.010
195 H 11.3095 -8.2907 -3.8351  N184 1.010
196 C -4.9124 0.8026 -5.1908  C197 1.544, H202 1.090, H203 1.090, H204 1.090
197 C -3.5714 1.0722 -5.9079  C196 1.544, C198 1.536, N201 1.473, H205 1.090
198 C -3.6191 1.0233 -7.4421  C197 1.536, O199 1.420, H206 1.090, H207 1.090
199 O -3.9105 -0.3075 -7.8415  C198 1.420, C200 1.461
200 C -3.9755 -0.5860 -9.2738  O199 1.461, H208 1.090, H209 1.090, H210 1.090
201 N -3.0024 2.3727 -5.5130  C197 1.473, H211 1.010, H212 1.010
202 H -5.2082 -0.2394 -5.3124  C196 1.090
203 H -5.6707 1.5468 -5.4342  C196 1.090
204 H -4.7758 0.8833 -4.1124  C196 1.090
205 H -2.8863 0.3057 -5.5455  C197 1.090
206 H -2.6492 1.3616 -7.8068  C198 1.090
207 H -4.3416 1.6775 -7.9301  C198 1.090
208 H -4.3174 -1.6010 -9.4764  C200 1.090
209 H -2.9660 -0.4891 -9.6732  C200 1.090
210 H -4.5937 0.0822 -9.8734  C200 1.090
211 H -2.0290 2.1675 -5.6872  N201 1.010
212 H -3.1039 2.4770 -4.5135  N201 1.010

molecular weight: 1116.7 g/mol
energy: -3642.4336 Ha
maximum force: 2.70 eV/A
HOMO: -9.0410 eV
lowest unoccupied orbital energy: -0.1 eV
gap between HOMO and LUMO: 0.3289 hartree

These are the Löwdin partial charges, in e, on atoms 1 to 6: atom 1 (C): -0.090, atom 2 (C): -0.302, atom 3 (O): -0.095, atom 4 (H): 0.062, atom 5 (H): 0.072, atom 6 (H): 0.067